No. 1
{"formula": "C36H28F4O24", "method": "ωB97M-V/def2-TZVPD", "smiles": "C[C@H](F)OC(=O)OC[C@H](O)C(F)(F)F.O=C1C=C(O)C(=O)C=C1O.O=C1C=C(O)C(=O)C=C1O.O=C1C=C(O)C(=O)C=C1O.O=C1C=C(O)C(=O)C=C1O.O=C1C=C(O)C(=O)C=C1O", "gap_ev": 7.9, "charge": 0, "symbols": ["C", "C", "F", "O", "C", "O", "O", "C", "C", "O", "C", "F", "F", "F", "H", "H", "H", "H", "H", "H", "H", "H", "O", "C", "C", "C", "O", "C", "O", "C", "C", "O", "H", "H", "H", "H", "O", "C", "C", "C", "O", "C", "O", "C", "C", "O", "H", "H", "H", "H", "O", "C", "C", "C", "O", "C", "O", "C", "C", "O", "H", "H", "H", "H", "O", "C", "C", "C", "O", "C", "O", "C", "C", "O", "H", "H", "H", "H", "O", "C", "C", "C", "O", "C", "O", "C", "C", "O", "H", "H", "H", "H"], "coordinates": [[1.92154, 0.01708, 1.47911], [0.57941, -0.16462, 0.83064], [-0.17925, 0.96589, 1.02613], [-0.22042, -1.18293, 1.43527], [0.38063, -2.33241, 1.74516], [0.39574, -2.81757, 2.82835], [0.91195, -2.88281, 0.64309], [1.86316, -3.93264, 0.84345], [3.08706, -3.73539, -0.04093], [4.08092, -3.00378, 0.65399], [2.81138, -3.01823, -1.36261], [1.79214, -3.60052, -2.01250], [3.89927, -3.09234, -2.15318], [2.52203, -1.71906, -1.20661], [1.81226, 0.03182, 2.56561], [2.30464, 0.98132, 1.13687], [2.62182, -0.75994, 1.16757], [0.61747, -0.32170, -0.24870], [2.18368, -3.93410, 1.88528], [1.37813, -4.88249, 0.61040], [3.44770, -4.72866, -0.32960], [4.93664, -3.43167, 0.55434], [-6.90770, -0.57453, -1.42745], [-5.70063, -0.46286, -1.29755], [-5.02306, -0.09927, -0.07728], [-3.68700, 0.01951, -0.08314], [-2.98860, 0.36718, 0.98182], [-2.86043, -0.23108, -1.32718], [-1.65223, -0.09562, -1.22261], [-3.53166, -0.62314, -2.54348], [-4.86759, -0.73724, -2.53655], [-5.59208, -1.08973, -3.58688], [-5.61604, 0.09110, 0.80611], [-2.05349, 0.45876, 0.71412], [-2.91879, -0.80883, -3.41244], [-6.52343, -1.07565, -3.28216], [0.80789, -3.38131, 6.27819], [0.12201, -2.59689, 6.90717], [0.45783, -2.07328, 8.21301], [-0.39617, -1.22591, 8.80437], [-0.20366, -0.68150, 9.99474], [-1.70065, -0.79742, 8.15733], [-2.39072, -0.03135, 8.81056], [-2.02907, -1.30491, 6.85073], [-1.17531, -2.15312, 6.25043], [-1.37201, -2.67176, 5.05840], [1.38608, -2.38437, 8.67064], [-0.99129, -0.12098, 10.15793], [-2.95224, -0.98494, 6.38891], [-0.58757, -3.21393, 4.83500], [-1.73229, -4.37911, -7.93236], [-1.08540, -3.98871, -6.97675], [-1.52001, -2.97955, -6.03832], [-0.69546, -2.64010, -5.03668], [-0.97711, -1.73463, -4.11515], [0.67236, -3.27163, -4.85346], [1.32930, -2.86435, -3.91199], [1.10033, -4.29058, -5.78392], [0.27555, -4.63276, -6.78463], [0.55264, -5.54823, -7.69731], [-2.49512, -2.53327, -6.17469], [-0.20278, -1.69624, -3.51472], [2.07141, -4.74346, -5.64339], [-0.22373, -5.57658, -8.29417], [3.07080, 3.08195, 0.53151], [3.80526, 3.63197, -0.27279], [4.36873, 2.99708, -1.43936], [5.17754, 3.71668, -2.23232], [5.75528, 3.25066, -3.32439], [5.52008, 5.16800, -1.94534], [6.27702, 5.70370, -2.73569], [4.94114, 5.80610, -0.78722], [4.12882, 5.08854, 0.00396], [3.54062, 5.56516, 1.08531], [4.12359, 1.96297, -1.63700], [6.28359, 3.99213, -3.68704], [5.17846, 6.84270, -0.59545], [3.00370, 4.83555, 1.45498], [-0.21645, 6.04741, 0.03520], [-1.24002, 5.38426, 0.07066], [-1.69047, 4.61583, 1.20343], [-2.82668, 3.90648, 1.10285], [-3.29951, 3.17110, 2.08980], [-3.65786, 3.88776, -0.16612], [-4.66067, 3.19601, -0.17169], [-3.21832, 4.68307, -1.29339], [-2.08242, 5.38730, -1.18939], [-1.58024, 6.14122, -2.15372], [-1.09213, 4.62448, 2.10339], [-4.10392, 2.71950, 1.77115], [-3.82135, 4.67564, -2.19023], [-0.75304, 6.52118, -1.79183]], "lowdin_charge": [0.032, -0.363, 0.031, 0.104, -0.572, 0.180, 0.054, -0.063, -0.234, 0.019, -0.572, 0.114, 0.148, 0.157, 0.110, 0.069, 0.080, 0.140, 0.142, 0.146, 0.168, 0.111, 0.100, -0.308, 0.066, -0.231, 0.117, -0.286, 0.105, 0.075, -0.225, 0.115, 0.138, 0.082, 0.110, 0.119, 0.106, -0.309, 0.068, -0.236, 0.112, -0.317, 0.093, 0.069, -0.229, 0.116, 0.133, 0.118, 0.134, 0.096, 0.102, -0.311, 0.076, -0.216, 0.101, -0.279, 0.093, 0.079, -0.234, 0.116, 0.136, 0.125, 0.136, 0.120, 0.090, -0.300, 0.074, -0.232, 0.121, -0.311, 0.102, 0.073, -0.230, 0.123, 0.135, 0.121, 0.136, 0.121, 0.095, -0.313, 0.073, -0.231, 0.121, -0.307, 0.104, 0.073, -0.234, 0.116, 0.137, 0.117, 0.135, 0.119]}

---

No. 2
{"formula": "C36H28GeMnN2O7Se", "method": "ωB97M-V/def2-TZVPD", "gap_ev": [6.1, 6.2], "charge": -2, "relative_energy_ev": 0.1500, "multiplicity": 2, "symbols": ["Mn", "C", "C", "O", "C", "C", "C", "N", "N", "C", "O", "C", "C", "C", "C", "C", "C", "H", "H", "H", "H", "H", "H", "H", "H", "H", "H", "H", "H", "O", "C", "C", "O", "C", "C", "O", "C", "O", "O", "C", "Ge", "C", "C", "C", "C", "C", "C", "C", "C", "C", "C", "C", "C", "C", "C", "C", "C", "C", "C", "H", "H", "H", "H", "H", "H", "H", "H", "H", "H", "H", "H", "H", "H", "H", "H", "Se"], "coordinates": [[0.70131, 1.39019, 0.29335], [2.89535, 3.89864, -2.23611], [1.95948, 3.53525, -1.11328], [1.80803, 2.28998, -0.94257], [1.35658, 4.52132, -0.35667], [0.52010, 4.27473, 0.78266], [0.07454, 5.43124, 1.63062], [0.13769, 3.09821, 1.10908], [-0.65071, 2.98801, 2.26855], [-0.75778, 1.73459, 2.56103], [-0.23278, 0.75735, 1.90661], [-1.57519, 1.37406, 3.76321], [-1.82138, 0.03272, 4.03599], [-2.61098, -0.33166, 5.12644], [-3.15382, 0.64384, 5.95533], [-2.89652, 1.98565, 5.69054], [-2.11154, 2.34847, 4.60229], [3.13608, 3.00031, -2.80664], [3.81955, 4.32671, -1.83688], [2.43147, 4.63628, -2.89756], [1.58969, 5.55240, -0.59540], [0.45558, 6.36609, 1.22019], [0.43683, 5.30528, 2.65272], [-1.01601, 5.46584, 1.68478], [-1.37556, -0.71025, 3.38087], [-2.79939, -1.38071, 5.32777], [-3.77597, 0.36303, 6.79928], [-3.30910, 2.75304, 6.33840], [-1.90207, 3.39103, 4.37888], [5.72424, -1.71802, 1.81686], [4.79710, -1.04676, 1.46089], [4.34784, 0.26169, 2.08500], [4.92516, 0.87444, 2.94612], [3.08226, 0.58201, 1.40859], [2.78596, -0.39536, 0.43695], [1.67620, -0.29479, -0.21481], [3.86420, -1.35797, 0.31469], [4.03453, -2.25293, -0.50533], [2.29392, 1.54342, 1.59946], [-0.92308, 0.32562, -0.54595], [-0.52124, -1.31723, -1.48166], [-2.28367, -1.94114, -2.14413], [-2.38755, -3.20717, -2.73822], [-3.61460, -3.70332, -3.17092], [-4.77099, -2.93965, -3.01133], [-4.68928, -1.68095, -2.42503], [-3.45485, -1.18668, -1.99783], [-0.10658, -2.69997, -0.16493], [-0.95816, -2.76183, 0.94360], [-0.68154, -3.61123, 2.01059], [0.45763, -4.41400, 1.98449], [1.30311, -4.37514, 0.88029], [1.01991, -3.52603, -0.18663], [0.49141, -1.08555, -3.12266], [1.83705, -1.42790, -3.28367], [2.50319, -1.12278, -4.46706], [1.83927, -0.46248, -5.49824], [0.49929, -0.11926, -5.34885], [-0.17025, -0.43507, -4.16860], [-1.69986, 0.18328, 0.17984], [-1.49243, -3.81802, -2.86212], [-3.67320, -4.68475, -3.63076], [-5.73021, -3.32637, -3.34200], [-5.58764, -1.08146, -2.29919], [-3.39696, -0.19207, -1.55313], [-1.84850, -2.13991, 0.97693], [-1.34135, -3.63361, 2.87245], [0.69581, -5.04801, 2.83059], [2.20284, -4.98303, 0.85768], [1.71422, -3.48324, -1.02151], [2.38979, -1.90337, -2.47787], [3.55282, -1.38481, -4.56977], [2.36682, -0.20855, -6.41112], [-0.02261, 0.40828, -6.14197], [-1.21422, -0.16122, -4.06014], [-1.16926, 1.91122, -1.48299]], "lowdin_charge": [0.602, -0.024, -0.476, -0.144, -0.032, -0.344, -0.048, -0.070, 0.111, -0.444, -0.120, -0.125, -0.016, -0.095, -0.125, -0.109, -0.037, 0.080, 0.077, 0.073, 0.086, 0.060, 0.076, 0.073, 0.104, 0.091, 0.086, 0.088, 0.104, 0.092, -0.293, -0.297, 0.083, -0.274, -0.238, -0.119, -0.300, 0.034, 0.004, -0.785, 0.914, -0.259, -0.106, -0.112, -0.126, -0.106, -0.101, -0.248, -0.105, -0.102, -0.109, -0.090, -0.095, -0.248, -0.081, -0.095, -0.118, -0.104, -0.125, -0.014, 0.101, 0.087, 0.085, 0.091, 0.074, 0.099, 0.089, 0.087, 0.099, 0.087, 0.080, 0.096, 0.085, 0.090, 0.084, 0.687]}

---

No. 3
{"formula": "C36H29BF6O2S", "method": "ωB97M-V/def2-TZVPD", "gap_ev": 6.0, "charge": 0, "symbols": ["C", "C", "C", "C", "C", "B", "C", "C", "C", "C", "F", "F", "F", "C", "C", "C", "F", "F", "F", "C", "O", "C", "C", "O", "S", "H", "H", "H", "H", "H", "H", "H", "H", "H", "H", "H", "H", "C", "C", "C", "C", "C", "C", "C", "C", "C", "C", "C", "C", "C", "C", "C", "C", "C", "C", "C", "C", "C", "H", "H", "H", "H", "H", "H", "H", "H", "H", "H", "H", "H", "H", "H", "H", "H", "H"], "coordinates": [[4.83340, 0.11085, -2.59933], [3.62307, 0.77059, -1.95731], [2.54473, 1.29017, -2.61376], [1.50254, 1.86154, -1.80220], [1.73497, 1.67911, -0.46068], [1.30250, 3.03042, 1.04626], [0.53144, 1.54957, 0.77579], [0.76038, 0.34032, 1.53368], [-0.17118, -0.69676, 1.62187], [0.04363, -1.90508, 2.51113], [-1.17696, -2.41984, 2.92053], [0.73293, -2.92393, 1.90591], [0.73355, -1.53549, 3.64014], [-1.36907, -0.66659, 0.90349], [-1.66057, 0.50923, 0.18439], [-2.97768, 0.66446, -0.54840], [-3.40210, 1.97654, -0.40999], [-2.85820, 0.40889, -1.89141], [-3.95730, -0.15193, -0.03727], [-0.75644, 1.54526, 0.14244], [2.69832, 2.88462, 1.45477], [3.41969, 3.99216, 0.92051], [2.48756, 4.61777, -0.15565], [1.24682, 3.91700, -0.13239], [3.34366, 1.00274, -0.27201], [4.81823, 0.01278, -3.69582], [5.76528, 0.65493, -2.38441], [4.98154, -0.92031, -2.23677], [2.49429, 1.19605, -3.68695], [0.59177, 2.31371, -2.24459], [1.75160, 0.14323, 1.93670], [-2.10292, -1.46439, 0.98425], [-1.02432, 2.37441, -0.52716], [3.60534, 4.69303, 1.77347], [4.36677, 3.66466, 0.49233], [2.31225, 5.66909, 0.11450], [2.90092, 4.48712, -1.17180], [-5.20649, 0.87397, 2.99636], [-4.89307, 2.21276, 2.72725], [-3.60309, 2.69185, 2.92877], [-2.59183, 1.82094, 3.40446], [-1.17145, 2.22188, 3.43436], [-0.76276, 3.10644, 2.46538], [0.66036, 3.65714, 2.32040], [0.60371, 5.20774, 2.10883], [1.54418, 5.98882, 2.80771], [1.54007, 7.38139, 2.79430], [0.53360, 8.08335, 2.14157], [-0.45086, 7.33215, 1.47725], [-0.41682, 5.92341, 1.43743], [-0.28810, 1.77172, 4.53294], [1.10700, 1.63591, 4.37479], [1.89738, 1.13740, 5.40109], [1.32305, 0.76126, 6.61641], [-0.05006, 0.95723, 6.81087], [-0.82892, 1.50123, 5.80509], [-2.93807, 0.50305, 3.74157], [-4.22168, 0.03500, 3.51296], [-6.21662, 0.49465, 2.83768], [-5.64640, 2.87045, 2.29444], [-3.35694, 3.73899, 2.67747], [-1.52710, 3.45482, 1.76453], [1.16191, 3.61043, 3.30218], [2.28401, 5.47324, 3.42289], [2.38416, 7.89710, 3.20582], [0.65245, 9.15660, 1.92880], [-1.19675, 7.84092, 0.89879], [-1.24506, 5.38373, 0.95548], [1.54908, 1.83021, 3.38721], [2.96809, 1.02932, 5.21816], [1.96138, 0.43142, 7.42696], [-0.51331, 0.67534, 7.74989], [-1.90129, 1.66480, 5.97066], [-2.14438, -0.16735, 4.09264], [-4.42717, -1.01260, 3.70424]], "lowdin_charge": [-0.093, -0.551, -0.141, -0.091, -0.330, -0.928, -0.122, 0.092, -0.061, -0.479, 0.099, 0.130, 0.125, 0.115, -0.060, -0.474, 0.106, 0.128, 0.121, 0.074, -0.106, -0.139, -0.117, -0.035, 1.150, 0.081, 0.075, 0.075, 0.107, 0.136, 0.136, 0.145, 0.160, 0.119, 0.106, 0.120, 0.130, -0.089, -0.082, -0.027, -0.185, -0.119, 0.022, -0.086, -0.146, -0.052, -0.090, -0.093, -0.076, -0.019, -0.152, -0.045, -0.069, -0.081, -0.076, -0.033, -0.050, -0.083, 0.104, 0.106, 0.121, 0.104, 0.127, 0.119, 0.094, 0.105, 0.090, 0.113, 0.093, 0.111, 0.099, 0.102, 0.122, 0.115, 0.105]}